Record 1
DFT (ωB97M-V/def2-TZVPD) results for 13 unconnected molecules or ions with the total composition H26O13.

Geometry as XYZ:
```
39
Properties=species:S:1:pos:R:3:lowdin_charge:R:1
O 13.99 17.67 29.24 -0.03
H 14.58 17.22 29.84 0.02
H 14.47 18.44 28.92 0.05
O 11.62 18.30 31.49 -0.06
H 11.06 18.49 30.73 0.04
H 12.52 18.31 31.13 0.00
O 13.70 17.04 25.72 -0.07
H 14.52 17.54 25.61 -0.01
H 13.90 16.34 26.37 0.00
O 15.19 21.62 28.35 -0.07
H 15.97 21.68 27.80 0.02
H 15.36 20.88 28.96 -0.02
O 11.57 15.29 29.61 -0.05
H 11.72 16.24 29.60 -0.01
H 12.44 14.91 29.45 -0.01
O 14.00 14.63 27.30 -0.05
H 13.54 13.81 27.48 0.06
H 14.35 14.90 28.16 0.01
O 14.87 14.48 30.31 -0.05
H 15.26 13.61 30.41 0.06
H 15.63 15.09 30.26 -0.01
O 17.29 16.02 30.15 -0.04
H 17.41 16.69 30.83 0.05
H 18.18 15.71 29.94 0.07
O 11.56 17.90 27.71 -0.06
H 12.05 17.96 26.88 0.01
H 12.23 17.94 28.39 -0.03
O 17.97 18.78 29.53 -0.05
H 18.89 18.50 29.42 0.05
H 17.46 18.12 29.05 0.02
O 15.04 17.18 32.29 -0.04
H 15.46 17.66 33.01 0.05
H 14.72 16.36 32.69 0.06
O 15.56 19.95 30.58 -0.04
H 16.07 19.13 30.61 0.01
H 15.84 20.44 31.35 0.07
O 15.98 18.73 26.04 -0.04
H 16.33 19.53 25.63 0.06
H 16.75 18.26 26.37 0.05
```

Summary:
Lowest unoccupied orbital energy: -0.91 eV
E_tot: -27039.974 eV
Highest occupied orbital energy: -9.89 eV
Kohn-Sham gap: 8.98 eV
Multiplicity: 1
Total charge: 0


Record 2
DFT (ωB97M-V/def2-TZVPD) results for a molecular structure, C31H41BBrMoN7O7.

Geometry as XYZ:
```
89
Properties=species:S:1:pos:R:3:lowdin_charge:R:1
Mo -0.05 0.53 -0.07 1.91
O 3.93 -0.73 1.58 -0.06
C 3.78 -1.39 0.33 -0.23
C 4.04 -0.46 -0.85 -0.15
N 3.02 0.56 -1.05 -0.15
C 3.16 1.75 -0.24 -0.08
C 2.45 1.72 1.12 -0.54
O 2.86 2.29 2.09 0.13
O 1.29 1.02 1.16 -0.24
C 2.55 0.71 -2.40 -0.09
C 1.13 0.21 -2.68 -0.54
O 0.63 0.28 -3.77 0.12
O 0.51 -0.36 -1.63 -0.24
H 4.81 -0.36 1.64 0.10
H 2.76 -1.75 0.29 0.10
H 4.45 -2.26 0.26 0.12
H 4.11 -1.07 -1.75 0.12
H 5.02 0.01 -0.71 0.13
H 2.74 2.60 -0.76 0.12
H 4.21 1.98 -0.02 0.14
H 3.19 0.17 -3.10 0.13
H 2.56 1.75 -2.73 0.14
C -3.58 3.78 2.39 -0.05
C -2.20 3.53 1.75 -0.36
C -1.21 3.02 2.79 -0.06
C -2.39 2.59 0.60 -0.24
C -3.16 2.77 -0.57 0.04
C -3.07 1.59 -1.26 -0.04
N -2.31 0.71 -0.56 -0.10
N -1.89 1.36 0.60 -0.03
B -2.83 -0.86 -0.39 -0.49
N -2.44 -1.66 -1.61 -0.05
C -2.93 -1.59 -2.87 -0.08
C -2.21 -2.46 -3.66 -0.01
C -1.28 -3.04 -2.76 -0.29
N -1.44 -2.56 -1.54 0.13
C -0.23 -4.07 -3.06 -0.37
C -0.85 -5.47 -3.17 -0.07
C 0.88 -4.05 -2.01 -0.08
N -2.10 -1.40 0.84 -0.04
C -2.56 -2.21 1.79 -0.04
C -1.52 -2.51 2.65 0.01
C -0.41 -1.82 2.15 -0.24
N -0.78 -1.15 1.05 -0.02
C 0.98 -1.77 2.68 -0.38
C 1.02 -1.19 4.09 -0.04
C 1.61 -3.17 2.64 -0.05
H -3.48 4.51 3.20 0.08
H -4.30 4.18 1.67 0.07
H -3.98 2.86 2.80 0.09
H -1.84 4.47 1.32 0.14
H -1.55 2.07 3.20 0.08
H -0.22 2.89 2.37 0.06
H -1.15 3.74 3.61 0.09
H -3.71 3.65 -0.85 0.12
H -3.54 1.29 -2.18 0.13
H -4.02 -0.82 -0.19 0.12
H -3.75 -0.93 -3.13 0.11
H -2.32 -2.64 -4.71 0.10
H 0.21 -3.82 -4.03 0.14
H -1.26 -5.77 -2.20 0.08
H -1.65 -5.49 -3.90 0.07
H -0.10 -6.21 -3.46 0.07
H 0.48 -4.28 -1.02 0.07
H 1.65 -4.78 -2.26 0.08
H 1.35 -3.06 -1.95 0.06
H -3.58 -2.53 1.78 0.13
H -1.55 -3.15 3.51 0.11
H 1.56 -1.12 2.03 0.08
H 0.44 -1.79 4.78 0.08
H 2.05 -1.15 4.45 0.08
H 0.62 -0.17 4.10 0.08
H 1.03 -3.87 3.25 0.08
H 1.63 -3.57 1.62 0.07
H 2.63 -3.14 3.02 0.08
Br 0.13 7.00 -6.09 0.74
C 0.18 5.90 -4.55 -0.69
C 0.02 4.53 -4.69 -0.11
C 0.06 3.73 -3.56 0.00
C 0.26 4.30 -2.31 -0.13
C 0.43 5.67 -2.19 -0.01
C 0.39 6.48 -3.31 -0.12
C 0.31 3.45 -1.07 -0.56
O 0.42 3.95 0.04 0.07
O 0.28 2.17 -1.30 -0.20
H -0.14 4.10 -5.67 0.10
H -0.06 2.66 -3.65 0.10
H 0.59 6.09 -1.21 0.12
H 0.52 7.55 -3.23 0.10
```

Summary:
Lowest unoccupied orbital energy (spin up / spin down): -0.94 / -0.78 eV
E_tot: -130154.915 eV
Highest occupied orbital energy (spin up / spin down): -8.69 / -8.71 eV
Kohn-Sham gap (spin up / spin down): 7.74 / 7.93 eV
Multiplicity: 3
Total charge: 0


Record 3
DFT (ωB97M-V/def2-TZVPD) results for a molecular structure, C26H28ClHgN2O6.

Geometry as XYZ:
```
64
Properties=species:S:1:pos:R:3:lowdin_charge:R:1
Hg 0.46 0.64 -0.89 1.07
C -2.20 3.50 0.77 -0.05
C -1.08 2.76 1.47 -0.22
C -1.38 1.56 2.13 -0.20
C -2.81 1.08 2.16 -0.06
C -0.35 0.79 2.68 -0.19
C -0.60 -0.62 3.17 -0.04
C 0.95 1.29 2.71 -0.19
C 2.07 0.51 3.35 -0.06
C 1.24 2.51 2.10 -0.21
C 2.67 2.99 2.10 -0.05
C 0.24 3.21 1.42 -0.23
C 0.64 4.42 0.60 -0.06
H -2.81 4.07 1.48 0.08
H -2.87 2.80 0.27 0.08
H -1.84 4.19 0.02 0.05
H -3.02 0.48 1.27 0.05
H -3.51 1.91 2.19 0.06
H -3.01 0.46 3.04 0.07
H -0.38 -0.73 4.24 0.08
H 0.04 -1.32 2.63 0.07
H -1.63 -0.95 3.00 0.06
H 2.37 0.98 4.30 0.08
H 2.95 0.48 2.71 0.05
H 1.81 -0.52 3.56 0.06
H 3.27 2.44 1.36 0.09
H 3.14 2.82 3.07 0.07
H 2.75 4.05 1.88 0.06
H 0.74 5.33 1.22 0.08
H -0.07 4.64 -0.19 0.05
H 1.60 4.25 0.11 0.07
O 1.40 1.31 -3.09 -0.22
C 2.10 0.44 -3.73 -0.42
C 3.19 0.89 -4.54 -0.05
C 3.96 0.03 -5.28 -0.14
C 3.71 -1.35 -5.27 -0.15
C 2.67 -1.81 -4.51 -0.09
C 1.84 -0.97 -3.75 -0.15
C 0.75 -1.64 -3.05 -0.12
N -0.19 -1.11 -2.34 -0.10
N -1.11 -2.05 -1.89 0.02
C -1.97 -1.51 -1.05 -0.53
O -2.01 -0.34 -0.57 -0.15
C -3.03 -2.50 -0.60 -0.13
C -2.93 -3.86 -0.88 -0.04
C -3.92 -4.74 -0.46 -0.11
C -5.03 -4.28 0.24 -0.13
C -5.14 -2.92 0.51 -0.11
C -4.14 -2.04 0.10 -0.04
H 3.39 1.95 -4.53 0.09
H 4.79 0.42 -5.87 0.08
H 4.33 -2.04 -5.83 0.07
H 2.45 -2.87 -4.48 0.10
H 0.70 -2.72 -3.19 0.11
H -2.06 -4.21 -1.42 0.10
H -3.83 -5.80 -0.68 0.09
H -5.80 -4.96 0.57 0.08
H -6.00 -2.54 1.06 0.09
H -4.21 -0.98 0.30 0.09
O 1.90 -1.70 1.00 -0.41
Cl 3.35 -1.57 0.86 0.63
O 3.98 -1.82 2.14 -0.39
O 3.83 -2.52 -0.12 -0.37
O 3.66 -0.22 0.42 -0.40
```

Summary:
Lowest unoccupied orbital energy (spin up / spin down): 4.69 / 4.57 eV
E_tot: -59372.701 eV
Highest occupied orbital energy (spin up / spin down): -1.13 / -1.59 eV
Kohn-Sham gap (spin up / spin down): 5.82 / 6.15 eV
Multiplicity: 2
Total charge: -2


Record 4
DFT (ωB97M-V/def2-TZVPD) results for a single C17H25NO3 molecule.

Geometry as XYZ:
```
46
Properties=species:S:1:pos:R:3:lowdin_charge:R:1
C -1.03 -2.87 -1.38 -0.05
C -0.57 -1.59 -2.04 -0.20
O -0.18 -0.68 -1.01 -0.02
C -0.09 0.61 -1.34 -0.47
O -0.25 1.02 -2.46 0.13
C 0.19 1.51 -0.14 -0.33
C -1.17 2.16 0.23 -0.07
C -2.24 1.12 0.44 -0.22
C -2.47 0.58 1.70 -0.05
C -3.42 -0.42 1.87 -0.08
C -4.15 -0.88 0.79 -0.09
C -3.94 -0.33 -0.46 -0.08
C -3.00 0.67 -0.63 -0.04
C 1.19 2.59 -0.56 -0.13
C 2.55 1.95 -0.83 -0.15
C 3.01 1.13 0.37 -0.18
N 2.02 0.12 0.68 -0.17
C 2.50 -0.89 1.62 -0.16
C 3.09 -2.05 0.81 -0.25
O 2.13 -2.57 -0.07 -0.07
C 0.76 0.73 1.04 -0.13
H -1.86 -2.67 -0.71 0.07
H -1.35 -3.58 -2.14 0.08
H -0.21 -3.31 -0.81 0.07
H -1.37 -1.13 -2.63 0.12
H 0.29 -1.77 -2.70 0.13
H -1.04 2.75 1.13 0.13
H -1.46 2.82 -0.59 0.13
H -1.91 0.94 2.55 0.11
H -3.59 -0.84 2.85 0.10
H -4.89 -1.66 0.93 0.10
H -4.52 -0.67 -1.31 0.11
H -2.85 1.10 -1.61 0.12
H 1.28 3.33 0.24 0.13
H 0.83 3.09 -1.46 0.12
H 3.29 2.72 -1.06 0.11
H 2.47 1.29 -1.70 0.12
H 3.18 1.80 1.23 0.13
H 3.95 0.63 0.13 0.12
H 3.25 -0.49 2.32 0.12
H 1.66 -1.27 2.20 0.13
H 3.97 -1.70 0.24 0.11
H 3.41 -2.86 1.47 0.12
H 1.62 -1.81 -0.39 0.05
H 0.87 1.42 1.90 0.14
H 0.06 -0.06 1.33 0.12
```

Summary:
Lowest unoccupied orbital energy: 0.85 eV
E_tot: -25668.072 eV
Highest occupied orbital energy: -8.81 eV
Kohn-Sham gap: 9.67 eV
Multiplicity: 1
SMILES: CCOC(=O)[C@]1(Cc2ccccc2)CCCN(CCO)C1
Total charge: 0


Record 5
DFT (ωB97M-V/def2-TZVPD) results for 6 unconnected molecules or ions with the total composition C24H54FN7O6P.

Geometry as XYZ:
```
93
Properties=species:S:1:pos:R:3:lowdin_charge:R:1
C -0.26 8.78 -0.93 -0.29
P -0.25 8.17 -2.71 0.95
C -2.00 8.32 -3.38 -0.31
C 0.36 6.35 -2.77 -0.33
N -0.79 5.65 -3.41 0.06
C -0.45 5.01 -4.48 0.06
C 1.03 5.12 -4.94 -0.15
C 1.92 3.84 -5.14 -0.09
C 1.26 2.47 -4.78 -0.33
O 0.04 2.19 -5.53 -0.06
C 1.08 2.20 -3.24 -0.18
N 1.10 3.42 -2.40 0.01
C 1.57 6.10 -3.78 -0.24
F 1.90 7.35 -4.32 -0.06
H 0.53 9.58 -0.84 0.04
H -0.07 7.97 -0.18 0.04
H -1.25 9.26 -0.74 0.04
H -2.73 7.54 -3.03 0.03
H -2.40 9.31 -3.01 0.06
H -2.03 8.33 -4.50 0.04
H 0.58 5.84 -1.80 0.12
H -1.77 5.58 -3.14 0.16
H -1.10 4.40 -5.16 0.16
H 1.13 5.75 -5.87 0.16
H 2.20 3.80 -6.23 0.13
H 2.91 3.89 -4.59 0.14
H 1.99 1.68 -5.14 0.15
H -0.04 2.87 -6.21 0.07
H 1.96 1.57 -2.91 0.13
H 0.18 1.58 -3.00 0.11
H 0.18 3.50 -1.96 0.07
H 1.77 3.36 -1.64 0.08
H 2.43 5.60 -3.25 0.15
C 1.37 -0.41 1.18 -0.01
C 0.78 0.55 0.18 -0.53
O 1.27 1.66 -0.02 -0.01
N -0.32 0.15 -0.50 0.02
C -1.02 -1.12 -0.39 -0.06
H 2.24 0.03 1.65 0.08
H 0.64 -0.64 1.95 0.09
H 1.68 -1.33 0.67 0.10
H -0.67 0.84 -1.15 0.11
H -1.02 -1.60 -1.37 0.07
H -2.05 -0.92 -0.09 0.09
H -0.56 -1.78 0.34 0.05
C -2.50 -4.25 1.76 -0.01
C -1.21 -3.92 2.47 -0.54
O -0.24 -3.44 1.88 -0.01
N -1.14 -4.18 3.80 0.03
C -2.18 -4.73 4.65 -0.07
H -2.41 -3.99 0.71 0.08
H -2.71 -5.31 1.85 0.09
H -3.32 -3.67 2.19 0.08
H -0.25 -3.94 4.22 0.11
H -2.40 -4.01 5.44 0.09
H -1.80 -5.65 5.09 0.06
H -3.09 -4.95 4.10 0.07
C 1.61 -6.58 3.63 0.00
C 1.14 -6.74 5.05 -0.53
O 0.13 -6.18 5.47 0.01
N 1.87 -7.53 5.87 0.01
C 3.08 -8.27 5.55 -0.08
H 0.93 -5.92 3.09 0.07
H 2.60 -6.14 3.61 0.09
H 1.62 -7.55 3.13 0.09
H 1.50 -7.60 6.81 0.14
H 2.90 -9.33 5.73 0.08
H 3.88 -7.92 6.21 0.08
H 3.38 -8.12 4.52 0.07
C -3.67 -0.11 -3.62 -0.01
C -3.36 -1.58 -3.57 -0.54
O -2.93 -2.12 -2.56 0.02
N -3.58 -2.31 -4.69 0.01
C -4.09 -1.85 -5.97 -0.07
H -3.44 0.35 -2.66 0.07
H -3.05 0.38 -4.38 0.08
H -4.73 0.05 -3.84 0.09
H -3.36 -3.29 -4.59 0.14
H -5.01 -2.39 -6.19 0.09
H -3.35 -2.06 -6.74 0.09
H -4.30 -0.78 -5.96 0.07
C 2.54 -2.27 7.10 -0.01
C 2.28 -2.39 5.62 -0.54
O 2.00 -3.45 5.08 0.03
N 2.37 -1.26 4.87 0.01
C 2.69 0.08 5.32 -0.08
H 2.43 -3.25 7.56 0.08
H 3.56 -1.91 7.27 0.09
H 1.82 -1.59 7.55 0.09
H 2.19 -1.40 3.89 0.12
H 1.86 0.75 5.07 0.08
H 3.59 0.42 4.79 0.08
H 2.87 0.12 6.39 0.07
```

Summary:
Lowest unoccupied orbital energy: -3.86 eV
E_tot: -60479.681 eV
Highest occupied orbital energy: -10.03 eV
Kohn-Sham gap: 6.17 eV
Multiplicity: 1
Total charge: +1


Record 6
DFT (ωB97M-V/def2-TZVPD) results for a molecular structure, C2H4O3P.

Geometry as XYZ:
```
10
Properties=species:S:1:pos:R:3:lowdin_charge:R:1
C 0.08 -0.89 -0.01 -0.54
C 0.70 0.49 -0.13 -0.09
O -2.04 -0.05 1.26 -0.45
O 0.58 -1.93 0.28 0.01
O -2.12 0.52 -1.21 -0.45
P -1.78 -0.47 -0.13 0.29
H 0.54 0.60 -1.21 0.08
H 1.74 0.48 0.37 0.10
H 0.06 1.16 0.38 0.04
H -2.68 -1.93 -0.31 0.02
```

Summary:
Lowest unoccupied orbital energy: 4.13 eV
E_tot: -17571.920 eV
Highest occupied orbital energy: -4.28 eV
Kohn-Sham gap: 8.41 eV
Multiplicity: 1
Total charge: -1


Record 7
DFT (ωB97M-V/def2-TZVPD) results for 2 unconnected molecules or ions with the total composition CH5N2S.

Geometry as XYZ:
```
9
Properties=species:S:1:pos:R:3:lowdin_charge:R:1
S 2.53 -1.74 0.19 -0.22
H 2.51 -2.88 0.90 -0.47
N -0.37 -0.33 0.13 0.03
C -0.84 0.78 -0.48 -0.43
N -1.75 1.57 -0.03 0.00
H -0.79 -0.47 1.03 0.08
H 0.67 -0.42 0.16 -0.09
H -0.33 1.02 -1.42 0.10
H -1.63 2.47 -0.48 0.00
```

Summary:
Lowest unoccupied orbital energy: 4.10 eV
E_tot: -14934.412 eV
Highest occupied orbital energy: -2.92 eV
Kohn-Sham gap: 7.02 eV
Multiplicity: 1
Total charge: -1


Record 8
DFT (ωB97M-V/def2-TZVPD) results for 10 unconnected molecules or ions with the total composition C44H75F10N10PS3Si.

Geometry as XYZ:
```
144
Properties=species:S:1:pos:R:3:lowdin_charge:R:1
C 5.25 -0.61 -1.31 -0.12
C 4.77 0.85 -1.22 -0.25
C 3.37 1.00 -0.60 -0.38
F 2.85 -0.22 -0.15 -0.07
Si 2.08 1.89 -1.65 0.50
C 0.39 2.01 -0.83 -0.22
C -0.71 1.00 -1.25 -0.11
C -0.76 -0.28 -0.40 -0.47
F -1.98 -0.37 0.18 0.10
F 0.16 -0.26 0.58 0.12
C -0.59 -1.55 -1.29 -0.44
F 0.42 -1.35 -2.14 0.10
F -1.71 -1.66 -2.01 0.12
S -0.26 -3.22 -0.42 0.78
F 1.13 -2.64 0.08 -0.12
F -0.98 -2.70 0.89 -0.13
F -1.64 -3.83 -0.92 -0.14
F 0.44 -3.78 -1.74 -0.13
F 0.06 -4.58 0.31 -0.11
N 2.70 3.55 -1.81 -0.02
C 2.74 4.28 -0.85 -0.87
S 2.78 5.22 0.39 0.75
P 1.99 1.19 -3.81 0.24
S 3.06 -0.41 -4.20 0.09
H 5.55 -0.98 -0.33 0.07
H 6.09 -0.68 -2.00 0.08
H 4.46 -1.26 -1.70 0.04
H 5.49 1.42 -0.63 0.10
H 4.78 1.28 -2.23 0.07
H 3.45 1.66 0.28 0.08
H 0.02 3.00 -1.13 0.09
H 0.50 2.05 0.25 0.09
H -0.61 0.76 -2.31 0.09
H -1.69 1.47 -1.14 0.13
H 0.65 1.08 -4.23 -0.06
H 2.43 2.30 -4.55 -0.06
C -5.12 -0.54 -0.50 -0.11
C -6.43 -0.67 -1.27 -0.26
C -6.28 -0.30 -2.75 -0.19
C -5.83 1.08 -2.93 -0.24
N -5.47 2.16 -3.08 0.14
H -4.76 0.49 -0.50 0.07
H -5.26 -0.84 0.54 0.08
H -4.35 -1.17 -0.94 0.07
H -7.19 -0.03 -0.81 0.11
H -6.80 -1.69 -1.19 0.10
H -7.23 -0.42 -3.28 0.10
H -5.56 -0.96 -3.23 0.12
C 2.36 -4.53 -7.69 -0.11
C 2.35 -3.05 -8.04 -0.26
C 3.71 -2.54 -8.53 -0.19
C 4.75 -2.72 -7.51 -0.24
N 5.54 -2.84 -6.68 0.17
H 3.05 -4.74 -6.88 0.07
H 1.36 -4.86 -7.38 0.07
H 2.65 -5.13 -8.55 0.07
H 2.05 -2.47 -7.16 0.10
H 1.61 -2.85 -8.82 0.11
H 3.67 -1.48 -8.78 0.12
H 4.03 -3.08 -9.42 0.11
C 9.67 -5.25 -9.77 -0.11
C 9.36 -4.71 -8.38 -0.26
C 7.86 -4.46 -8.15 -0.20
C 7.35 -3.47 -9.10 -0.26
N 6.99 -2.70 -9.88 0.16
H 9.38 -4.53 -10.54 0.07
H 10.73 -5.45 -9.88 0.07
H 9.13 -6.18 -9.96 0.08
H 9.91 -3.79 -8.21 0.11
H 9.70 -5.43 -7.62 0.11
H 7.67 -4.08 -7.14 0.09
H 7.29 -5.38 -8.27 0.12
C -9.80 -4.36 -2.27 -0.11
C -10.78 -3.48 -3.04 -0.26
C -10.44 -1.99 -2.95 -0.18
C -10.47 -1.51 -1.56 -0.22
N -10.49 -1.15 -0.47 0.17
H -9.82 -4.13 -1.21 0.07
H -10.06 -5.41 -2.39 0.07
H -8.78 -4.22 -2.64 0.08
H -11.80 -3.64 -2.66 0.11
H -10.79 -3.76 -4.09 0.11
H -11.15 -1.39 -3.52 0.12
H -9.44 -1.80 -3.35 0.11
C 0.51 3.97 5.26 -0.12
C 1.99 3.86 5.62 -0.27
C 2.92 4.15 4.45 -0.21
C 2.74 3.22 3.33 -0.24
N 2.60 2.51 2.44 0.17
H 0.21 3.24 4.50 0.07
H -0.11 3.79 6.14 0.05
H 0.27 4.96 4.89 0.08
H 2.20 2.85 6.00 0.10
H 2.23 4.56 6.42 0.10
H 3.95 4.08 4.78 0.07
H 2.75 5.17 4.07 0.12
C 8.28 6.49 2.61 -0.11
C 7.50 5.27 3.09 -0.26
C 5.99 5.42 2.89 -0.19
C 5.47 6.56 3.64 -0.25
N 5.08 7.48 4.22 0.16
H 8.01 7.38 3.16 0.07
H 9.35 6.33 2.73 0.07
H 8.10 6.68 1.55 0.08
H 7.71 5.10 4.15 0.11
H 7.83 4.38 2.55 0.11
H 5.47 4.52 3.24 0.09
H 5.75 5.55 1.84 0.11
C 5.03 0.60 5.70 -0.10
C 6.36 1.09 6.25 -0.25
C 6.21 1.90 7.55 -0.18
C 5.38 3.09 7.34 -0.21
N 4.75 4.03 7.16 0.18
H 4.37 1.43 5.44 0.05
H 5.18 0.01 4.80 0.08
H 4.51 -0.02 6.43 0.08
H 6.86 1.71 5.51 0.11
H 7.01 0.25 6.46 0.11
H 7.18 2.23 7.92 0.12
H 5.74 1.30 8.33 0.12
C -2.22 1.46 7.83 -0.11
C -3.71 1.66 7.57 -0.26
C -4.02 1.95 6.10 -0.19
C -3.36 3.17 5.63 -0.23
N -2.85 4.14 5.28 0.16
H -1.65 2.36 7.59 0.06
H -2.04 1.23 8.88 0.07
H -1.82 0.64 7.23 0.08
H -4.08 2.49 8.18 0.11
H -4.26 0.77 7.87 0.11
H -5.09 2.07 5.95 0.12
H -3.68 1.12 5.47 0.12
C -12.35 -3.65 3.66 -0.11
C -12.62 -2.22 3.21 -0.26
C -11.34 -1.48 2.79 -0.21
C -10.39 -1.38 3.90 -0.24
N -9.64 -1.31 4.77 0.14
H -11.71 -3.67 4.54 0.07
H -13.29 -4.15 3.92 0.07
H -11.87 -4.23 2.87 0.07
H -13.11 -1.67 4.01 0.11
H -13.30 -2.22 2.36 0.11
H -11.57 -0.47 2.45 0.11
H -10.86 -1.99 1.96 0.08
```

Summary:
Lowest unoccupied orbital energy: 0.25 eV
E_tot: -138590.930 eV
Highest occupied orbital energy: -8.43 eV
Kohn-Sham gap: 8.69 eV
Multiplicity: 1
SMILES: CC[C@H](F)[Si@@](CCC(F)(F)C(F)(F)S(F)(F)(F)(F)F)(N=C=S)[PH2]=S.CCCC#N.CCCC#N.CCCC#N.CCCC#N.CCCC#N.CCCC#N.CCCC#N.CCCC#N.CCCC#N
Total charge: 0